1.
# C23H38B2F4N6O4SScSi

C23H38B2F4N6O4SScSi as an isolated structure (ωB97M-V/def2-TZVPD, OMol25).

The geometry in ORCA input format:
```
! RIJCOSX wB97M-V def2-TZVPD def2/J DEFGRID3
* xyz -1 1
Sc -0.37374 1.20742 0.13152
C -4.41213 3.23183 -0.86511
C -2.97776 2.88172 -0.64731
N -2.57708 1.70105 -0.35314
O -3.53473 0.74134 -0.22855
B -2.82974 -0.56106 -0.24222
F -3.74121 -1.55790 0.01129
F -1.81016 -0.50071 0.79509
O -2.15012 -0.80146 -1.50469
N -0.82945 -0.31762 -1.51522
C -0.08222 -0.89889 -2.42134
C -0.68397 -1.95364 -3.32420
C 1.85122 0.66288 -2.13397
N 1.17665 1.55175 -1.44395
O 1.88206 2.77174 -1.37984
B 1.54881 3.54091 -0.21010
F 2.54117 4.44024 0.08530
F 1.32377 2.59506 0.87489
O 0.27697 4.30346 -0.36036
N -0.74838 3.42686 -0.40216
C -1.91154 3.88793 -0.67853
C -2.20463 5.32938 -0.93887
C 3.23709 1.03302 -2.59946
H -4.95123 2.35884 -1.22490
H -4.50970 4.04956 -1.57802
H -4.87261 3.54625 0.07537
H -0.31893 -2.95003 -3.06141
H -0.39158 -1.76224 -4.35319
H -1.76406 -1.94845 -3.24804
H -1.30205 5.91771 -0.80629
H -2.97354 5.68511 -0.24956
H -2.57618 5.47389 -1.95589
H 3.69487 0.22591 -3.16279
H 3.86439 1.30337 -1.74951
H 3.17371 1.92175 -3.22711
C 0.39900 -4.67452 -0.59356
C -0.41284 -3.51455 -0.03240
N 0.42975 -2.37649 0.29512
C 0.71570 -1.88119 1.49784
S 1.35809 -0.30493 1.62127
N 0.50156 -2.64326 2.57858
C 0.71532 -2.20576 3.95076
C 2.14256 -2.43039 4.42496
H -0.25541 -5.49731 -0.88596
H 1.11960 -5.04575 0.13800
H 0.96274 -4.34832 -1.47082
H -0.99726 -3.80490 0.84275
H -1.14243 -3.16386 -0.76637
H 0.57862 -1.71038 -0.45218
H 0.20577 -3.59383 2.43292
H 0.00473 -2.75062 4.57441
H 0.45992 -1.14843 4.00334
H 2.41391 -3.48697 4.37541
H 2.25379 -2.09567 5.45744
H 2.83328 -1.86158 3.80323
C -0.02845 2.81354 3.73808
Si -1.38071 2.15724 2.56304
C -2.27139 0.81188 3.58761
C -2.66968 3.57533 2.55638
H -0.44569 3.08687 4.71436
H 0.46327 3.69256 3.31461
H 0.74894 2.06024 3.89578
H -2.56626 1.18712 4.57434
H -1.62780 -0.06061 3.73226
H -3.16672 0.46245 3.06697
H -2.90611 3.87805 3.58250
H -3.60385 3.25471 2.08519
H -2.30482 4.46161 2.02823
C 1.30319 -0.58508 -2.53702
C 2.24802 -1.70464 -2.81662
C 3.18215 -2.03372 -1.82141
C 4.05718 -3.09825 -1.96011
C 4.01578 -3.89565 -3.09682
C 3.10270 -3.59039 -4.09467
C 2.24258 -2.50753 -3.96120
H 3.19491 -1.44078 -0.91211
H 4.76198 -3.31595 -1.16639
H 4.68726 -4.73839 -3.20410
H 3.06356 -4.19042 -4.99633
H 1.56955 -2.27846 -4.77501
*
```

The calculation puts the energy above the lowest of the compared OMol25 structures with the same formula, charge and spin at 0.2560 eV.



2.
# C23H38Br2N4O3PtSi2

C23H38Br2N4O3PtSi2 as an isolated structure (ωB97M-V/def2-TZVPD, OMol25).

The geometry in ORCA input format:
```
! RIJCOSX wB97M-V def2-TZVPD def2/J DEFGRID3
* xyz 0 1
Pt -0.31339 0.80238 -1.42280
Br 2.91208 -0.40893 -3.09974
C 2.84815 0.90200 -1.73906
C 4.06990 1.38520 -1.31584
C 4.09891 2.52138 -0.52190
C 2.91570 3.17137 -0.25772
C 1.73002 2.60878 -0.69350
N 1.67866 1.42948 -1.35044
C 0.43317 3.39912 -0.53399
O 0.48227 4.50320 -0.03205
O -0.59672 2.82623 -1.04974
H 4.97354 0.89630 -1.64642
H 5.04403 2.91408 -0.16997
H 2.84750 4.10174 0.28534
Br -2.82068 -0.81064 0.59046
C -3.29735 0.14267 -0.94564
C -4.64408 0.22598 -1.26598
C -5.02814 1.01444 -2.33157
C -4.05493 1.70890 -3.03090
C -2.73700 1.55199 -2.66541
N -2.34546 0.75343 -1.65222
H -5.36219 -0.31269 -0.66669
H -6.07298 1.09654 -2.59928
H -4.30251 2.36248 -3.85417
H -1.93845 2.06372 -3.18093
C -0.41687 -3.78173 0.26209
Si 0.43679 -2.12300 -0.00996
C 0.25625 -1.16233 1.60870
C 2.27802 -2.51127 -0.11796
C -0.06119 -1.25501 -1.60598
Si -1.05764 -2.20718 -2.86600
C -1.49301 -1.15624 -4.36786
C 0.08547 -3.58052 -3.46886
C -2.68340 -3.02726 -2.37449
H -0.00726 -4.25730 1.15782
H -0.25599 -4.46307 -0.57644
H -1.49320 -3.67272 0.40652
H 1.20789 -1.18736 2.14685
H -0.49289 -1.61632 2.26344
H -0.01009 -0.11798 1.44594
H 2.60146 -3.03210 0.78790
H 2.87034 -1.59514 -0.19944
H 2.52051 -3.14081 -0.97759
H 0.89184 -1.36927 -2.13056
H -0.68674 -0.47233 -4.64264
H -2.39719 -0.56716 -4.20281
H -1.69008 -1.81361 -5.21977
H 0.95023 -3.13627 -3.97108
H -0.39189 -4.26919 -4.16916
H 0.46568 -4.16590 -2.62738
H -3.40744 -2.32741 -1.95271
H -2.54904 -3.83884 -1.65936
H -3.13418 -3.44973 -3.27723
C -0.84660 0.79326 4.35929
N -0.22307 1.84559 3.57355
C -1.14979 2.59293 2.73500
C 1.04408 1.69590 3.05277
O 1.31900 2.09327 1.92908
N 1.98191 1.08277 3.85477
C 3.26414 0.81004 3.23554
C 2.03147 1.31018 5.28788
H -1.61306 0.28924 3.76185
H -1.32246 1.20203 5.25409
H -0.11542 0.04634 4.65445
H -1.97774 2.93737 3.35550
H -1.54583 1.97194 1.92275
H -0.64793 3.44674 2.28776
H 3.11493 0.48587 2.20836
H 3.76360 0.01736 3.79429
H 3.90977 1.69600 3.22594
H 1.14859 1.84801 5.61969
H 2.90823 1.91584 5.53931
H 2.09980 0.36721 5.83631
*
```

The calculation puts the energy above the lowest of the compared OMol25 structures with the same formula, charge and spin at 0.0000 eV.



| no. | Kohn-Sham gap (eV) | HOMO energy (eV) | electronic energy (a.u.) |
| --- | --- | --- | --- |
| 1 | 6.195 | -3.8 | -3426.777512 |
| 2 | 8.170 | -8.2 | -7190.393716 |